Here is a 3-piece molecular cluster, C22H50FNO10S overall at a distorted geometry from the Open Molecules 2025 dataset. Energies are from the ωB97M-V functional and the def2-TZVPD basis.

Output
- Net charge: 0
- Largest force on an atom: 2.0 eV/A
- Structure (SMILES): CCCOCN(CCCCCOC)S(=O)(=O)F.COCCOCCOC.COCCOCCOC
- HOMO: -0.331 Eh

Last columns: bonded neighbours and bond lengths (Å).
CARTESIAN COORDINATES (ANGSTROEM)
1 C -0.177 -5.803 -0.545  C2 1.540, H18 1.086, H19 1.086, H20 1.089
2 C 1.147 -5.748 -1.329  C1 1.540, C3 1.535, H21 1.088, H22 1.089
3 C 1.299 -4.507 -2.221  C2 1.535, O4 1.414, H23 1.096, H24 1.093
4 O 0.550 -3.429 -1.695  C3 1.414, C5 1.399
5 C 1.024 -2.158 -2.033  O4 1.399, N6 1.456, H25 1.089, H26 1.094
6 N 0.784 -1.211 -0.953  C5 1.456, C7 1.497, S14 1.638
7 C -0.671 -0.954 -0.712  N6 1.497, C8 1.526, H27 1.089, H28 1.089
8 C -1.317 -1.531 0.543  C7 1.526, C9 1.544, H29 1.086, H30 1.088
9 C -2.845 -1.381 0.388  C8 1.544, C10 1.549, H31 1.092, H32 1.088
10 C -3.523 -2.647 -0.192  C9 1.549, C11 1.518, H33 1.088, H34 1.090
11 C -4.500 -2.321 -1.307  C10 1.518, O12 1.423, H35 1.096, H36 1.096
12 O -5.563 -3.265 -1.266  C11 1.423, C13 1.414
13 C -6.479 -3.048 -2.321  O12 1.414, H37 1.094, H38 1.085, H39 1.094
14 S 1.720 -1.493 0.361  N6 1.638, O15 1.424, O16 1.419, F17 1.559
15 O 3.062 -1.634 -0.093  S14 1.424
16 O 1.424 -0.534 1.364  S14 1.419
17 F 1.322 -2.896 0.913  S14 1.559
18 H -0.010 -5.505 0.486  C1 1.086
19 H -0.948 -5.170 -0.976  C1 1.086
20 H -0.562 -6.821 -0.548  C1 1.089
21 H 1.260 -6.632 -1.952  C2 1.088
22 H 1.968 -5.732 -0.614  C2 1.089
23 H 0.978 -4.753 -3.239  C3 1.096
24 H 2.360 -4.254 -2.290  C3 1.093
25 H 2.086 -2.142 -2.275  C5 1.089
26 H 0.486 -1.768 -2.902  C5 1.094
27 H -0.812 0.126 -0.696  C7 1.089
28 H -1.209 -1.366 -1.565  C7 1.089
29 H -1.019 -0.981 1.430  C8 1.086
30 H -1.109 -2.593 0.659  C8 1.088
31 H -3.069 -0.520 -0.245  C9 1.092
32 H -3.287 -1.198 1.366  C9 1.088
33 H -4.086 -3.146 0.595  C10 1.088
34 H -2.772 -3.349 -0.553  C10 1.090
35 H -4.033 -2.414 -2.294  C11 1.096
36 H -4.918 -1.316 -1.179  C11 1.096
37 H -5.972 -3.169 -3.283  C13 1.094
38 H -7.274 -3.781 -2.229  C13 1.085
39 H -6.894 -2.038 -2.253  C13 1.094
40 C -0.616 3.799 -1.439  O41 1.410, H49 1.096, H50 1.088, H51 1.097
41 O -1.560 3.585 -2.464  C40 1.410, C42 1.415
42 C -1.232 2.465 -3.264  O41 1.415, C43 1.512, H52 1.098, H53 1.099
43 C -2.425 2.017 -4.076  C42 1.512, O44 1.420, H54 1.092, H55 1.092
44 O -3.351 1.229 -3.341  C43 1.420, C45 1.422
45 C -4.215 1.925 -2.452  O44 1.422, C46 1.511, H56 1.092, H57 1.093
46 C -5.357 2.634 -3.141  C45 1.511, O47 1.416, H58 1.099, H59 1.097
47 O -4.924 3.871 -3.678  C46 1.416, C48 1.409
48 C -5.818 4.372 -4.645  O47 1.409, H60 1.096, H61 1.088, H62 1.096
49 H 0.385 3.969 -1.851  C40 1.096
50 H -0.925 4.682 -0.885  C40 1.088
51 H -0.582 2.945 -0.751  C40 1.097
52 H -0.895 1.635 -2.628  C42 1.098
53 H -0.415 2.743 -3.945  C42 1.099
54 H -2.057 1.360 -4.867  C43 1.092
55 H -2.917 2.869 -4.550  C43 1.092
56 H -3.656 2.610 -1.811  C45 1.092
57 H -4.641 1.147 -1.814  C45 1.093
58 H -6.153 2.829 -2.408  C46 1.099
59 H -5.755 1.993 -3.937  C46 1.097
60 H -5.891 3.692 -5.501  C48 1.096
61 H -5.428 5.328 -4.989  C48 1.088
62 H -6.816 4.528 -4.221  C48 1.096
63 C 3.702 -0.309 3.198  O64 1.415, H72 1.097, H73 1.086, H74 1.090
64 O 4.630 0.365 4.027  C63 1.415, C65 1.414
65 C 5.948 0.270 3.524  O64 1.414, C66 1.512, H75 1.097, H76 1.100
66 C 6.843 1.302 4.173  C65 1.512, O67 1.421, H77 1.092, H78 1.092
67 O 6.718 2.602 3.612  C66 1.421, C68 1.419
68 C 5.567 3.345 3.983  O67 1.419, C69 1.512, H79 1.092, H80 1.092
69 C 5.649 3.946 5.368  C68 1.512, O70 1.417, H81 1.100, H82 1.097
70 O 5.338 2.979 6.356  C69 1.417, C71 1.408
71 C 5.778 3.369 7.635  O70 1.408, H83 1.097, H84 1.088, H85 1.097
72 H 3.956 -1.373 3.115  C63 1.097
73 H 2.719 -0.211 3.651  C63 1.086
74 H 3.680 0.137 2.203  C63 1.090
75 H 5.950 0.422 2.438  C65 1.097
76 H 6.341 -0.734 3.743  C65 1.100
77 H 7.878 1.011 3.982  C66 1.092
78 H 6.693 1.321 5.254  C66 1.092
79 H 4.658 2.752 3.868  C68 1.092
80 H 5.522 4.171 3.269  C68 1.092
81 H 4.926 4.771 5.444  C69 1.100
82 H 6.659 4.342 5.530  C69 1.097
83 H 6.869 3.472 7.661  C71 1.097
84 H 5.484 2.590 8.336  C71 1.088
85 H 5.318 4.316 7.943  C71 1.097